The following is a DFT calculation (wB97M-V/def2-TZVPD) of a structure of composition C13H36Al2B2BrCl3F6N6O9S in a non-equilibrium geometry.

The geometry in XYZ format:
```
79
Properties=species:S:1:pos:R:3:lowdin_charge:R:1
C 2.878 -2.512 2.807 -0.091
C 2.441 -2.978 1.410 -0.237
C 2.314 -1.811 0.438 -0.156
C 1.216 -0.820 0.843 -0.301
C -0.168 -1.437 1.040 -0.018
N 1.221 0.360 -0.044 0.236
C 0.880 0.427 -1.280 -0.271
N 1.011 1.649 -1.961 0.102
C 2.411 2.116 -1.966 -0.102
C 2.598 3.440 -1.236 -0.646
N 1.927 3.415 0.080 0.089
N 4.037 3.644 -0.931 -0.049
N 2.194 4.591 -1.991 0.115
N 0.386 -0.713 -1.944 -0.018
C -0.889 -0.376 -2.618 -0.113
C -1.808 0.497 -1.747 -0.259
C -3.247 0.067 -1.991 -0.567
Cl -4.311 1.101 -0.990 0.587
O 1.398 -0.969 -2.930 0.108
B 1.378 -2.308 -3.374 -0.756
O 0.418 -2.711 -4.253 0.215
O 2.328 -3.211 -2.931 0.176
H 3.535 -1.647 2.704 0.078
H 2.009 -2.191 3.379 0.062
H 3.383 -3.307 3.347 0.081
H 1.506 -3.535 1.468 0.103
H 3.209 -3.657 1.039 0.111
H 2.231 -2.108 -0.605 0.091
H 3.250 -1.246 0.517 0.123
H 1.514 -0.453 1.826 0.143
H -0.095 -2.161 1.846 0.082
H -0.909 -0.673 1.254 0.087
H -0.439 -2.006 0.153 0.086
H 1.546 1.251 0.357 0.149
H 0.390 2.320 -1.522 0.127
H 2.717 2.268 -3.002 0.140
H 3.101 1.366 -1.579 0.130
H 2.189 4.251 0.595 0.062
H 0.921 3.478 -0.027 0.090
H 4.549 3.582 -1.814 0.056
H 4.335 2.785 -0.452 0.061
H 1.560 4.375 -2.752 0.093
H 1.675 5.170 -1.318 0.031
H -1.424 -1.274 -2.914 0.131
H -0.650 0.174 -3.527 0.144
H -1.741 1.530 -2.084 0.110
H -1.630 0.395 -0.676 0.086
H -3.514 0.202 -3.043 0.031
H -3.395 -0.949 -1.637 0.079
H 0.792 -3.137 -5.033 0.128
H 2.021 -3.689 -2.154 0.107
C -8.012 0.834 -1.291 -1.007
Cl -8.551 -0.734 -1.920 0.416
Cl -9.303 1.663 -0.412 0.491
H -7.182 0.666 -0.617 -0.016
H -7.702 1.451 -2.125 0.031
F 1.346 6.769 -0.314 -0.645
Al 5.145 5.049 0.502 0.862
B 2.690 -1.238 6.490 -1.362
F 2.619 -0.209 7.420 0.124
F 3.994 -1.079 5.780 -0.075
F 2.724 -2.467 7.133 0.121
F 1.666 -1.182 5.591 0.177
Br -11.403 -1.163 -1.406 0.098
C -12.952 -4.153 -1.540 -0.333
O -13.995 -4.524 -2.116 0.029
H -12.947 -4.045 -0.439 0.098
H -11.977 -4.578 -1.863 0.111
H -12.709 -2.983 -1.863 0.025
Al 5.336 -1.356 7.224 1.026
F -4.020 0.745 -4.782 -0.520
O 1.953 -0.130 10.650 -0.059
H 1.194 0.451 10.758 0.035
H 1.972 -0.322 9.706 0.007
O 8.288 2.933 -1.227 -0.153
S 7.370 1.987 -1.875 0.257
O 8.084 1.335 -2.971 -0.133
O 6.194 2.686 -2.407 -0.260
O 6.927 1.016 -0.867 -0.194
```

## Properties
multiplicity	1
Kohn-Sham gap	1.2	eV

The following is a DFT calculation (wB97M-V/def2-TZVPD) of the ion C2H4NO with charge +1 in a non-equilibrium geometry.

The geometry in XYZ format:
```
8
Properties=species:S:1:pos:R:3:nbo_charge:R:1
C 1.375 -0.028 -0.043 -0.756
C 0.004 0.054 0.025 0.589
N -1.123 0.204 0.181 0.073
O -2.345 0.195 -0.184 -0.414
H 1.375 0.328 -1.071 0.308
H 1.876 0.673 0.692 0.323
H 1.833 -1.013 -0.010 0.320
H -2.995 -0.413 0.410 0.558
```

## Properties
energy above the lowest of the compared OMol25 structures with the same formula, charge and spin	49.0	kcal per mole
total charge	+1
SMILES	CC#[N+]O
multiplicity	1
Kohn-Sham gap	12.4	eV

The following is a DFT calculation (wB97M-V/def2-TZVPD) of a structure of composition C29H35N4O2PtS2.

The geometry in XYZ format:
```
73
Properties=species:S:1:pos:R:3:lowdin_charge:R:1
Pt 0.165 -0.170 0.289 0.944
C -0.239 4.107 0.926 -0.066
C -0.641 2.783 0.357 -0.238
N 0.399 1.849 0.138 -0.191
N 1.583 2.364 0.112 -0.068
C 2.603 1.509 0.192 -1.097
S 2.389 -0.171 0.432 0.645
S 4.228 2.155 0.044 0.830
C 4.272 2.387 -1.776 -0.431
C 4.192 1.089 -2.515 -0.313
C 5.330 0.320 -2.746 -0.057
C 5.233 -0.920 -3.354 -0.095
C 3.992 -1.415 -3.735 -0.099
C 2.853 -0.657 -3.509 -0.089
C 2.953 0.587 -2.902 -0.066
C -1.997 2.446 0.138 -0.123
C -2.939 3.515 0.087 -0.070
C -4.300 3.331 0.007 -0.136
C -4.805 2.033 -0.029 -0.123
C -3.934 0.960 -0.018 -0.046
C -2.535 1.103 0.024 -0.346
O -1.849 -0.010 -0.021 -0.266
H 0.616 3.969 1.587 0.070
H 0.077 4.821 0.156 0.081
H -1.056 4.547 1.493 0.066
H 3.431 3.033 -2.025 0.074
H 5.205 2.918 -1.971 0.069
H 6.297 0.696 -2.429 0.109
H 6.126 -1.509 -3.522 0.095
H 3.913 -2.392 -4.195 0.096
H 1.880 -1.039 -3.789 0.104
H 2.058 1.167 -2.707 0.113
H -2.558 4.527 0.075 0.092
H -4.962 4.187 -0.033 0.085
H -5.874 1.858 -0.079 0.088
H -4.314 -0.053 -0.063 0.094
C -3.391 -2.874 1.288 -0.083
N -2.660 -2.899 2.549 -0.253
C -3.385 -2.173 3.569 -0.122
C -1.310 -2.343 2.410 -0.191
C -0.528 -2.983 1.288 -0.260
C -0.450 -4.376 1.267 -0.077
C 0.227 -5.041 0.260 -0.118
C 0.840 -4.298 -0.740 -0.119
C 0.778 -2.914 -0.709 -0.156
C 0.098 -2.211 0.298 -0.311
H -4.435 -3.129 1.482 0.078
H -2.979 -3.611 0.601 0.081
H -3.339 -1.891 0.800 0.068
H -4.373 -2.617 3.712 0.076
H -3.521 -1.109 3.316 0.080
H -2.845 -2.231 4.518 0.074
H -0.797 -2.518 3.365 0.117
H -1.338 -1.253 2.248 0.086
H -0.952 -4.936 2.050 0.107
H 0.276 -6.124 0.253 0.086
H 1.375 -4.798 -1.540 0.088
H 1.277 -2.353 -1.492 0.060
C -0.490 -0.408 6.057 -0.072
N -0.554 0.346 4.822 -0.144
C -1.770 1.061 4.467 -0.046
C 0.511 0.524 3.988 -0.521
C 1.809 -0.186 4.291 0.011
O 0.397 1.202 2.983 0.009
H -1.488 -0.451 6.488 0.077
H 0.173 0.052 6.796 0.084
H -0.159 -1.434 5.887 0.082
H -2.603 0.654 5.037 0.076
H -1.970 0.949 3.403 0.078
H -1.680 2.133 4.669 0.092
H 1.905 -0.554 5.309 0.058
H 2.623 0.501 4.065 0.087
H 1.897 -1.021 3.592 0.083
```

## Properties
energy above the lowest of the compared OMol25 structures with the same formula, charge and spin	0.8	kcal per mole
total charge	-1
multiplicity	3
Kohn-Sham gap (spin up / spin down)	5.0 / 5.6	eV

The following is a DFT calculation (wB97M-V/def2-TZVPD) of a cluster of 2 separate species, C4H7NS in total in a non-equilibrium geometry.

The geometry in XYZ format:
```
13
Properties=species:S:1:pos:R:3:nbo_charge:R:1
C 1.925 -1.203 2.047 -0.702
C 0.683 -0.933 2.257 0.464
N -0.475 -0.826 2.555 -0.652
H 2.409 -1.743 1.235 0.251
H 2.497 -1.238 2.964 0.248
H -1.099 -0.132 2.189 0.391
C 0.680 0.139 -1.591 -0.405
C 0.280 1.358 -1.988 -0.362
S -1.359 1.942 -2.018 0.023
H 1.765 -0.313 -1.648 0.214
H 0.042 -0.520 -1.008 0.192
H 0.829 1.993 -2.618 0.215
H -1.887 1.348 -0.904 0.122
```

## Properties
energy above the lowest of the compared OMol25 structures with the same formula, charge and spin	73.3	kcal per mole
SMILES	C=C=N.C=CS
multiplicity	1
Kohn-Sham gap	9.4	eV

The following is a DFT calculation (wB97M-V/def2-TZVPD) of a structure of composition C4H13AuCl3GeN3 in a non-equilibrium geometry.

The geometry in XYZ format:
```
25
Properties=species:S:1:pos:R:3:nbo_charge:R:1
Au -1.384 -0.206 -0.262 0.852
N -0.277 1.229 -1.549 -0.737
C 1.132 1.478 -1.131 -0.266
C 1.236 1.604 0.376 -0.304
N 0.801 0.409 1.114 -0.194
C 1.466 -0.903 1.138 -0.304
C 1.401 -1.659 -0.176 -0.265
N -0.012 -1.923 -0.569 -0.738
H -0.866 2.056 -1.431 0.440
H -0.344 0.940 -2.527 0.451
H 1.765 0.700 -1.543 0.239
H 1.483 2.415 -1.574 0.298
H 2.275 1.822 0.674 0.325
H 0.626 2.435 0.734 0.269
H 0.488 0.666 2.055 0.448
H 2.514 -0.742 1.437 0.324
H 0.995 -1.480 1.935 0.269
H 1.903 -1.151 -0.992 0.238
H 1.927 -2.609 -0.046 0.298
H -0.088 -2.260 -1.530 0.452
H -0.458 -2.615 0.037 0.439
Cl -3.916 1.926 1.374 -0.187
Ge -3.826 -0.082 0.777 0.998
Cl -3.658 -1.425 2.379 -0.186
Cl -5.182 -0.629 -0.699 -0.160
```

## Properties
energy above the lowest of the compared OMol25 structures with the same formula, charge and spin	0.0	kcal per mole
total charge	+3
multiplicity	4
Kohn-Sham gap (spin up / spin down)	9.5 / 6.0	eV

The following is a DFT calculation (wB97M-V/def2-TZVPD) of a structure of composition C27H35IMgN4P2 in a non-equilibrium geometry.

The geometry in XYZ format:
```
70
Properties=species:S:1:pos:R:3:nbo_charge:R:1
Mg -3.514 -1.485 3.833 1.410
C -0.573 -5.512 1.353 -0.161
C -0.019 -4.334 1.670 -0.201
C -0.027 -3.064 0.877 -0.453
C -1.377 -2.349 0.725 -0.425
C -2.482 -3.034 -0.038 -0.181
C -2.417 -4.143 -0.783 -0.185
C -1.196 -4.951 -1.101 -0.446
C -0.851 -6.007 -0.039 -0.435
C -4.735 -3.145 3.250 -1.266
H -0.708 -6.267 2.158 0.207
H 0.518 -4.275 2.630 0.214
H 0.475 -3.128 -0.096 0.212
H 0.583 -2.411 1.518 0.210
H -1.748 -2.132 1.751 0.183
H -1.159 -1.359 0.275 0.209
H -3.464 -2.551 0.121 0.196
H -3.360 -4.548 -1.194 0.205
H -0.323 -4.327 -1.327 0.210
H -1.431 -5.505 -2.029 0.215
H -1.653 -6.758 -0.008 0.207
H 0.058 -6.497 -0.422 0.218
H -4.436 -4.105 3.684 0.232
H -4.732 -3.225 2.155 0.206
H -5.765 -2.900 3.606 0.200
P -0.781 2.338 -0.801 1.212
P 1.844 1.454 1.044 1.232
N -1.366 2.008 -2.444 -0.647
N -1.326 4.054 -0.820 -0.642
N 2.762 0.383 -0.045 -0.651
N 3.257 1.866 2.030 -0.649
C 0.977 2.714 -1.339 -0.737
C 1.912 2.900 -0.134 -0.745
C -2.112 0.854 -2.722 -0.063
C -2.335 0.787 -4.086 -0.301
C -1.712 1.924 -4.681 -0.270
C -1.109 2.644 -3.660 -0.073
C -2.275 4.506 0.106 -0.064
C -2.513 5.857 -0.110 -0.303
C -1.698 6.259 -1.214 -0.271
C -0.973 5.144 -1.621 -0.078
C 2.355 -0.947 -0.171 -0.060
C 3.131 -1.577 -1.137 -0.293
C 4.040 -0.597 -1.643 -0.280
C 3.778 0.593 -0.975 -0.088
C 4.609 2.033 1.730 -0.074
C 5.260 2.605 2.814 -0.274
C 4.261 2.822 3.832 -0.297
C 3.055 2.372 3.325 -0.072
H 0.998 3.629 -1.956 0.242
H 1.313 1.876 -1.978 0.255
H 2.941 3.079 -0.485 0.243
H 1.598 3.774 0.461 0.239
H -2.421 0.215 -1.907 0.214
H -2.876 0.005 -4.605 0.227
H -1.705 2.188 -5.730 0.225
H -0.548 3.559 -3.704 0.207
H -2.697 3.812 0.827 0.211
H -3.181 6.486 0.455 0.226
H -1.643 7.241 -1.669 0.227
H -0.239 5.055 -2.411 0.204
H 1.568 -1.310 0.459 0.216
H 3.044 -2.607 -1.438 0.225
H 4.789 -0.742 -2.401 0.228
H 4.256 1.552 -1.073 0.210
H 5.029 1.709 0.786 0.220
H 6.300 2.846 2.879 0.224
H 4.421 3.259 4.800 0.225
H 2.060 2.342 3.754 0.214
I -1.715 -2.949 5.091 -0.773
```

## Properties
energy above the lowest of the compared OMol25 structures with the same formula, charge and spin	11.3	kcal per mole
multiplicity	1
Kohn-Sham gap	6.6	eV

The following is a DFT calculation (wB97M-V/def2-TZVPD) of the molecule C17H22N2O.

The geometry in XYZ format:
```
42
Properties=species:S:1:pos:R:3:nbo_charge:R:1
C 1.345 0.958 -1.974 -0.600
C 1.194 0.766 -0.469 -0.243
C 2.295 1.487 0.309 -0.388
C 2.162 1.219 1.809 -0.237
C 3.294 1.877 2.591 -0.599
C 2.151 -0.300 2.042 -0.206
N 1.116 -1.001 1.309 -0.434
C -0.220 -0.838 1.868 -0.313
C -1.104 -1.993 1.405 0.584
O -1.175 -3.016 2.054 -0.539
C -1.795 -1.864 0.121 -0.257
C -2.039 -2.965 -0.670 0.059
N -2.604 -2.591 -1.842 -0.526
C -2.778 -1.233 -1.843 0.197
C -3.332 -0.416 -2.819 -0.257
C -3.416 0.933 -2.551 -0.215
C -2.983 1.446 -1.327 -0.220
C -2.433 0.637 -0.357 -0.196
C -2.289 -0.727 -0.613 -0.096
C 1.229 -0.728 -0.111 -0.222
H 0.526 0.473 -2.501 0.211
H 2.283 0.530 -2.322 0.200
H 1.336 2.017 -2.225 0.209
H 0.224 1.178 -0.172 0.198
H 2.250 2.562 0.114 0.204
H 3.270 1.127 -0.033 0.192
H 1.209 1.634 2.158 0.190
H 3.178 1.697 3.658 0.207
H 3.300 2.952 2.422 0.209
H 4.255 1.475 2.278 0.201
H 2.037 -0.520 3.106 0.200
H 3.112 -0.714 1.715 0.191
H -0.130 -0.921 2.954 0.223
H -0.680 0.127 1.622 0.168
H -1.798 -3.988 -0.454 0.231
H -2.854 -3.209 -2.596 0.417
H -3.690 -0.830 -3.750 0.214
H -3.837 1.601 -3.287 0.215
H -3.089 2.504 -1.138 0.212
H -2.145 1.063 0.591 0.212
H 0.435 -1.259 -0.638 0.210
H 2.187 -1.147 -0.438 0.192
```

## Properties
energy above the lowest of the compared OMol25 structures with the same formula, charge and spin	28.4	kcal per mole
SMILES	C[C@@H]1C[C@H](C)CN(CC(=O)c2c[nH]c3ccccc23)C1
multiplicity	1
Kohn-Sham gap	8.8	eV

The following is a DFT calculation (wB97M-V/def2-TZVPD) of a structure of composition C3H3BrO in a non-equilibrium geometry.

The geometry in XYZ format:
```
8
Properties=species:S:1:pos:R:3:nbo_charge:R:1
C -1.273 -0.664 -0.056 -0.218
C -0.160 0.063 -0.202 -0.465
C 0.092 1.382 0.097 0.786
O 0.642 2.403 0.052 -0.350
Br 2.766 -0.926 0.136 -0.483
H -1.222 -1.685 -0.460 0.246
H -1.979 -0.108 0.611 0.233
H 1.134 -0.465 -0.179 0.252
```

## Properties
energy above the lowest of the compared OMol25 structures with the same formula, charge and spin	47.9	kcal per mole
multiplicity	1
Kohn-Sham gap	7.5	eV

The following is a DFT calculation (wB97M-V/def2-TZVPD) of a structure of composition C27H29AsInNO3S5Sb.

The geometry in XYZ format:
```
68
Properties=species:S:1:pos:R:3:nbo_charge:R:1
In 0.197 0.012 0.372 1.408
S 0.364 -4.084 2.690 -0.420
Sb 0.652 -3.409 0.487 0.945
S -1.284 -1.988 0.076 -0.798
S 2.141 -1.525 0.839 -0.847
O -2.059 3.430 -0.230 -0.616
C -1.611 2.358 0.134 0.752
O -0.842 1.588 -0.563 -0.816
C -2.030 1.814 1.494 0.147
C -3.139 2.396 2.137 -0.226
C -3.616 1.814 3.275 -0.117
C -2.995 0.648 3.775 -0.120
C -3.486 -0.065 4.892 -0.171
C -2.871 -1.212 5.305 -0.208
C -1.709 -1.672 4.652 -0.178
C -1.198 -0.991 3.584 -0.217
C -1.850 0.160 3.097 0.238
N -1.395 0.770 1.971 -0.489
H -3.580 3.273 1.687 0.255
H -4.479 2.216 3.792 0.219
H -4.366 0.311 5.399 0.214
H -3.278 -1.778 6.133 0.219
H -1.223 -2.579 4.988 0.226
H -0.302 -1.345 3.086 0.228
C 2.641 0.205 4.182 -0.954
As 3.169 1.175 2.589 1.458
C 3.939 2.770 3.383 -0.960
C 4.722 0.331 1.787 -0.958
S 1.701 1.980 1.281 -0.572
H 3.550 0.029 4.759 0.239
H 2.174 -0.740 3.928 0.270
H 1.955 0.829 4.753 0.248
H 4.713 2.501 4.101 0.231
H 3.154 3.332 3.883 0.248
H 4.367 3.385 2.593 0.248
H 5.607 0.887 2.092 0.236
H 4.619 0.354 0.706 0.270
H 4.785 -0.704 2.112 0.260
O 1.111 -0.208 -1.791 -0.981
S 0.788 -0.209 -3.264 1.260
C -0.363 -1.623 -3.516 -0.634
C -0.283 -2.165 -4.918 0.050
C 0.956 -2.486 -5.473 -0.244
C 1.045 -2.994 -6.759 -0.204
C -0.107 -3.194 -7.507 -0.218
C -1.342 -2.887 -6.960 -0.192
C -1.430 -2.378 -5.673 -0.233
C -0.343 1.192 -3.592 -0.635
C -0.966 1.111 -4.951 0.041
C -2.345 1.009 -5.091 -0.241
C -2.921 0.933 -6.351 -0.195
C -2.122 0.944 -7.484 -0.213
C -0.744 1.041 -7.354 -0.202
C -0.171 1.129 -6.097 -0.229
H -1.367 -1.322 -3.224 0.247
H 0.000 -2.357 -2.796 0.259
H 1.857 -2.338 -4.889 0.215
H 2.015 -3.235 -7.174 0.215
H -0.039 -3.592 -8.511 0.214
H -2.245 -3.040 -7.538 0.214
H -2.397 -2.147 -5.246 0.217
H 0.285 2.078 -3.486 0.249
H -1.067 1.194 -2.783 0.272
H -2.971 1.009 -4.206 0.219
H -3.997 0.856 -6.448 0.215
H -2.570 0.886 -8.467 0.215
H -0.113 1.052 -8.233 0.216
H 0.906 1.215 -5.997 0.214
```

## Properties
energy above the lowest of the compared OMol25 structures with the same formula, charge and spin	14.1	kcal per mole
multiplicity	2
Kohn-Sham gap (spin up / spin down)	7.7 / 5.8	eV

The following is a DFT calculation (wB97M-V/def2-TZVPD) of a structure of composition C2H3ClFNS in a non-equilibrium geometry.

The geometry in XYZ format:
```
9
Properties=species:S:1:pos:R:3:nbo_charge:R:1
C -0.324 0.339 0.076 0.030
C -0.068 -0.790 0.963 0.111
H 1.490 3.078 -1.145 0.171
H -1.396 0.467 -0.778 0.183
H -0.319 -0.595 2.109 0.196
N 0.617 1.325 0.007 -0.472
F 1.179 -0.995 0.852 -0.302
S 0.111 2.369 -1.388 0.101
Cl -0.830 -2.262 0.475 -0.019
```

## Properties
energy above the lowest of the compared OMol25 structures with the same formula, charge and spin	82.4	kcal per mole
multiplicity	1
Kohn-Sham gap	9.4	eV

Number 1: energy -190722.409 eV. Number 2: energy -5665.206 eV. Number 3: energy -65614.317 eV. Number 4: energy -16583.751 eV. Number 5: energy -106573.034 eV. Number 6: energy -66647.968 eV. Number 7: energy -23014.199 eV. Number 8: energy -75246.454 eV. Number 9: energy -162832.062 eV. Number 10: energy -29684.226 eV.